Density functional theory data (ωB97M-V/def2-TZVPD) for 12 unconnected molecules or ions with the total composition C81H192N12O21.

Each line ends with the Löwdin charge.
Positions of all 306 atoms, in Å:
C: 4.199 -7.227 -5.340  -0.035
C: 3.435 -7.374 -4.003  -0.491
C: 2.180 -8.344 -4.231  -0.019
C: 4.356 -8.084 -3.033  -0.161
C: 3.889 -8.071 -1.589  -0.196
C: 3.656 -6.655 -1.126  -0.127
C: 2.544 -5.928 -2.044  -0.384
C: 1.131 -6.472 -1.718  -0.029
C: 2.597 -4.396 -1.675  -0.027
N: 3.023 -6.084 -3.461  -0.138
O: 2.328 -5.368 -4.409  -0.008
H: 3.587 -6.917 -6.188  0.077
H: 4.970 -6.457 -5.301  0.083
H: 4.654 -8.183 -5.600  0.086
H: 2.641 -9.263 -4.592  0.073
H: 1.640 -8.707 -3.356  0.060
H: 1.526 -7.887 -4.974  0.078
H: 4.532 -9.150 -3.179  0.121
H: 5.325 -7.611 -3.193  0.121
H: 3.012 -8.673 -1.350  0.108
H: 4.720 -8.490 -1.022  0.113
H: 4.578 -6.124 -0.889  0.114
H: 3.269 -6.746 -0.110  0.093
H: 1.191 -7.349 -1.075  0.072
H: 0.520 -6.622 -2.609  0.082
H: 0.524 -5.831 -1.078  0.052
H: 3.620 -4.053 -1.832  0.076
H: 2.251 -4.110 -0.682  0.078
H: 2.058 -3.692 -2.307  0.036
H: 3.033 -4.738 -4.578  0.105
C: -4.839 3.901 5.774  -0.027
C: -4.121 2.589 5.602  -0.508
C: -3.057 2.809 4.535  -0.043
C: -3.303 2.197 6.825  -0.161
C: -4.165 1.861 8.017  -0.166
C: -5.244 0.749 7.678  -0.096
C: -5.981 0.858 6.297  -0.410
C: -6.336 -0.556 5.787  -0.030
C: -7.276 1.814 6.451  -0.024
N: -5.083 1.499 5.262  -0.145
O: -5.594 1.599 4.031  -0.015
H: -5.475 4.156 4.927  0.094
H: -5.523 3.847 6.621  0.059
H: -4.072 4.660 5.930  0.092
H: -2.504 1.916 4.242  0.066
H: -3.509 3.159 3.607  0.066
H: -2.243 3.503 4.745  0.093
H: -2.725 1.295 6.624  0.118
H: -2.570 2.981 7.020  0.123
H: -3.555 1.676 8.901  0.105
H: -4.691 2.773 8.301  0.094
H: -5.970 0.652 8.485  0.113
H: -4.714 -0.201 7.606  0.100
H: -6.831 -1.241 6.475  0.086
H: -5.387 -1.053 5.584  0.055
H: -7.006 -0.500 4.930  0.078
H: -7.162 2.666 7.122  0.061
H: -8.135 1.288 6.868  0.066
H: -7.667 2.170 5.498  0.072
H: -5.130 0.861 3.628  0.044
C: -2.144 -0.686 -2.013  -0.049
C: -1.251 -0.751 -0.813  -0.464
C: -1.556 -2.138 -0.126  -0.003
C: 0.202 -0.715 -1.380  -0.122
C: 1.272 -0.570 -0.349  -0.202
C: 1.116 0.656 0.443  -0.129
C: -0.339 0.747 1.002  -0.414
C: -0.469 -0.111 2.348  0.007
C: -0.520 2.232 1.366  -0.024
N: -1.407 0.381 0.061  -0.083
O: -2.739 0.598 0.488  0.009
H: -1.975 -1.464 -2.758  0.073
H: -3.200 -0.878 -1.822  0.081
H: -2.100 0.213 -2.628  0.085
H: -2.282 -1.995 0.674  0.056
H: -2.065 -2.880 -0.741  0.075
H: -0.683 -2.503 0.416  0.065
H: 0.414 -1.698 -1.800  0.103
H: 0.360 -0.090 -2.259  0.106
H: 1.073 -1.439 0.279  0.097
H: 2.279 -0.835 -0.671  0.108
H: 1.385 1.544 -0.128  0.100
H: 1.830 0.717 1.265  0.104
H: -0.509 -1.168 2.085  0.056
H: -1.352 0.208 2.901  0.051
H: 0.416 -0.119 2.985  0.072
H: -1.560 2.484 1.572  0.070
H: -0.267 2.943 0.579  0.057
H: 0.091 2.489 2.231  0.081
H: -2.852 0.026 1.251  0.055
C: 5.222 5.970 3.648  -0.080
O: 4.109 5.479 2.883  -0.218
C: 4.196 4.343 2.015  -0.183
C: 2.989 4.248 0.978  -0.149
N: 2.698 5.581 0.382  -0.052
C: 3.779 6.176 -0.523  -0.147
C: 4.055 5.212 -1.741  -0.210
O: 4.849 4.073 -1.401  -0.219
C: 5.254 3.253 -2.541  -0.068
H: 5.984 6.344 2.964  0.082
H: 5.631 5.154 4.244  0.065
H: 4.976 6.708 4.411  0.085
H: 4.317 3.441 2.614  0.085
H: 5.142 4.543 1.512  0.097
H: 2.110 3.871 1.502  0.094
H: 3.149 3.524 0.179  0.095
H: 2.398 6.224 1.100  0.092
H: 4.732 6.323 -0.015  0.097
H: 3.469 7.203 -0.719  0.108
H: 4.610 5.834 -2.444  0.115
H: 3.084 4.922 -2.143  0.091
H: 5.313 2.227 -2.180  0.056
H: 6.242 3.571 -2.872  0.082
H: 4.655 3.371 -3.445  0.083
C: 0.256 -2.493 -4.666  -0.115
O: 0.801 -1.197 -4.575  -0.207
C: 2.216 -1.195 -4.268  -0.186
C: 2.631 0.299 -4.273  -0.205
N: 4.038 0.488 -4.548  -0.054
C: 4.868 -0.232 -3.581  -0.194
C: 6.366 0.000 -3.860  -0.244
O: 6.748 -0.596 -5.049  -0.195
C: 8.123 -0.637 -5.407  -0.082
H: -0.799 -2.573 -4.931  0.087
H: 0.532 -3.149 -3.840  0.065
H: 0.758 -2.980 -5.502  0.079
H: 2.716 -1.743 -5.066  0.125
H: 2.445 -1.652 -3.305  0.096
H: 2.312 0.862 -3.396  0.111
H: 2.034 0.802 -5.034  0.103
H: 4.241 0.159 -5.482  0.110
H: 4.668 -1.293 -3.730  0.104
H: 4.545 -0.036 -2.559  0.108
H: 6.934 -0.462 -3.053  0.115
H: 6.725 1.023 -3.741  0.107
H: 8.742 -1.301 -4.804  0.080
H: 8.552 0.344 -5.206  0.087
H: 8.041 -1.044 -6.415  0.096
C: -0.041 2.661 -4.577  -0.068
O: -0.783 3.197 -3.452  -0.212
C: 0.106 3.654 -2.337  -0.135
C: -0.668 4.660 -1.444  -0.209
N: -1.401 5.574 -2.309  -0.016
C: -0.682 6.835 -2.469  -0.174
C: 0.707 6.716 -3.159  -0.245
O: 0.671 6.043 -4.382  -0.189
C: 1.751 6.169 -5.320  -0.066
H: 0.973 3.057 -4.628  0.084
H: -0.553 2.677 -5.539  0.050
H: 0.023 1.601 -4.333  0.068
H: 0.982 4.172 -2.729  0.089
H: 0.288 2.759 -1.743  0.099
H: -0.037 5.164 -0.711  0.112
H: -1.473 4.059 -1.022  0.078
H: -1.111 5.070 -3.135  0.065
H: -0.501 7.422 -1.569  0.106
H: -1.190 7.475 -3.190  0.114
H: 1.547 6.462 -2.513  0.092
H: 0.929 7.766 -3.345  0.111
H: 1.750 7.195 -5.689  0.080
H: 1.504 5.629 -6.234  0.073
H: 2.758 6.035 -4.927  0.082
C: 3.099 1.403 4.086  -0.126
O: 3.809 2.265 4.896  -0.173
C: 4.370 1.748 6.105  -0.216
C: 5.154 2.872 6.714  -0.220
N: 6.023 2.432 7.790  -0.044
C: 5.460 1.568 8.877  -0.170
C: 6.408 1.765 10.136  -0.165
O: 6.790 3.166 10.164  -0.225
C: 5.887 4.017 10.821  -0.121
H: 3.310 0.357 4.306  0.067
H: 3.175 1.550 3.008  0.067
H: 2.045 1.563 4.313  0.089
H: 5.055 0.920 5.924  0.127
H: 3.636 1.382 6.824  0.118
H: 4.376 3.579 7.000  0.118
H: 5.757 3.425 5.993  0.112
H: 6.348 3.221 8.332  0.080
H: 5.230 0.519 8.691  0.102
H: 4.559 2.042 9.265  0.098
H: 7.361 1.258 9.988  0.114
H: 6.040 1.357 11.077  0.116
H: 4.979 4.229 10.256  0.085
H: 6.356 4.993 10.948  0.088
H: 5.667 3.704 11.841  0.088
C: -10.039 -0.956 -0.762  -0.137
O: -10.562 -1.868 0.163  -0.159
C: -9.551 -2.538 0.889  -0.222
C: -8.560 -1.681 1.652  -0.199
N: -7.423 -1.257 0.780  -0.075
C: -6.407 -0.436 1.422  -0.160
C: -5.448 -1.371 2.211  -0.180
O: -4.458 -0.504 2.809  -0.213
C: -3.601 -1.252 3.663  -0.110
H: -10.868 -0.377 -1.169  0.088
H: -9.566 -1.492 -1.585  0.092
H: -9.420 -0.130 -0.413  0.066
H: -8.903 -3.213 0.331  0.118
H: -10.150 -3.070 1.628  0.125
H: -8.142 -2.087 2.573  0.103
H: -9.067 -0.790 2.023  0.124
H: -7.033 -2.121 0.430  0.098
H: -6.757 0.286 2.160  0.119
H: -5.957 0.039 0.550  0.104
H: -5.093 -2.133 1.517  0.116
H: -5.897 -2.069 2.918  0.113
H: -2.893 -1.881 3.124  0.079
H: -4.023 -1.931 4.404  0.081
H: -3.060 -0.485 4.216  0.082
C: -2.261 6.483 1.123  -0.041
O: -3.059 5.669 0.158  -0.197
C: -4.063 4.952 0.809  -0.261
C: -4.298 3.764 -0.037  -0.201
N: -4.422 4.009 -1.513  -0.006
C: -3.861 2.877 -2.321  -0.187
C: -4.713 1.638 -2.327  -0.208
O: -6.137 1.862 -2.583  -0.191
C: -6.953 0.713 -2.278  -0.100
H: -2.950 7.167 1.619  0.078
H: -1.532 7.064 0.561  0.066
H: -1.778 5.857 1.874  0.078
H: -4.939 5.595 0.878  0.128
H: -3.845 4.393 1.719  0.104
H: -5.033 3.045 0.325  0.120
H: -3.388 3.164 -0.041  0.087
H: -5.373 3.955 -1.849  0.085
H: -2.838 2.665 -2.009  0.096
H: -3.836 3.144 -3.377  0.109
H: -4.649 1.136 -1.362  0.089
H: -4.406 0.961 -3.124  0.096
H: -7.335 0.269 -3.197  0.078
H: -7.780 1.036 -1.645  0.076
H: -6.412 -0.132 -1.853  0.068
C: 4.002 -2.146 6.616  -0.135
O: 3.254 -2.117 5.461  -0.196
C: 3.455 -3.272 4.658  -0.200
C: 3.032 -2.923 3.184  -0.159
N: 3.707 -1.777 2.530  -0.046
C: 5.059 -1.936 2.033  -0.187
C: 5.542 -0.818 1.007  -0.209
O: 5.592 0.394 1.707  -0.206
C: 6.143 1.509 0.988  -0.060
H: 3.778 -1.285 7.245  0.080
H: 5.050 -2.359 6.409  0.094
H: 3.609 -2.989 7.186  0.085
H: 2.888 -4.128 5.023  0.114
H: 4.487 -3.623 4.666  0.110
H: 1.951 -2.785 3.159  0.100
H: 3.258 -3.739 2.498  0.103
H: 3.584 -0.830 2.858  0.064
H: 5.129 -2.796 1.366  0.101
H: 5.809 -2.192 2.781  0.109
H: 4.951 -0.738 0.094  0.103
H: 6.523 -1.108 0.632  0.110
H: 6.176 2.395 1.621  0.077
H: 5.501 1.719 0.133  0.072
H: 7.148 1.229 0.673  0.089
C: -2.039 -10.077 -4.748  -0.076
O: -2.681 -8.899 -4.125  -0.179
C: -2.332 -8.850 -2.746  -0.262
C: -2.614 -7.492 -2.183  -0.214
N: -2.030 -7.428 -0.824  -0.035
C: -2.222 -6.080 -0.147  -0.163
C: -1.536 -6.114 1.235  -0.220
O: -0.160 -6.193 0.968  -0.243
C: 0.725 -6.227 2.058  -0.096
H: -2.488 -10.322 -5.710  0.081
H: -2.134 -10.968 -4.128  0.079
H: -0.971 -9.955 -4.930  0.072
H: -1.264 -9.012 -2.598  0.112
H: -2.932 -9.588 -2.214  0.127
H: -3.698 -7.395 -2.129  0.121
H: -2.244 -6.743 -2.884  0.116
H: -1.068 -7.707 -0.691  0.077
H: -3.231 -5.761 0.116  0.116
H: -1.679 -5.315 -0.701  0.092
H: -1.917 -6.899 1.888  0.124
H: -1.633 -5.184 1.794  0.112
H: 0.612 -5.357 2.705  0.084
H: 1.746 -6.413 1.727  0.077
H: 0.608 -7.116 2.678  0.086
C: 1.774 3.344 -8.060  -0.130
O: 0.440 3.104 -7.767  -0.216
C: -0.433 3.236 -8.887  -0.193
C: -1.813 2.670 -8.524  -0.224
N: -2.355 3.320 -7.344  -0.050
C: -3.546 2.626 -6.822  -0.160
C: -3.129 1.283 -6.190  -0.227
O: -4.332 0.582 -5.909  -0.205
C: -4.215 -0.790 -5.368  -0.063
H: 1.963 4.354 -8.424  0.084
H: 2.006 2.634 -8.853  0.086
H: 2.427 3.195 -7.200  0.087
H: -0.125 2.623 -9.734  0.119
H: -0.522 4.301 -9.105  0.126
H: -1.697 1.586 -8.537  0.103
H: -2.629 2.821 -9.231  0.121
H: -1.599 3.388 -6.678  0.065
H: -4.394 2.434 -7.480  0.123
H: -3.881 3.271 -6.009  0.114
H: -2.507 1.463 -5.313  0.102
H: -2.543 0.581 -6.783  0.112
H: -4.184 -1.491 -6.203  0.077
H: -5.191 -0.922 -4.902  0.079
H: -3.400 -1.073 -4.701  0.063

Output
Highest occupied orbital energy   -7.53 eV
Orbital gap   0.28443 Eh
Energy relative to the best compared isomer or geometry (same formula, charge and spin)   6.4979 eV



Density functional theory data (ωB97M-V/def2-TZVPD) for 5 unconnected molecules or ions with the total composition C6H22O5.

Each line ends with the Löwdin charge.
Positions of all 33 atoms, in Å:
C: 18.990 16.503 -10.379  -0.079
C: 19.399 17.883 -9.851  -0.316
O: 18.598 18.302 -8.759  -0.072
H: 19.875 16.011 -10.792  0.075
H: 18.209 16.590 -11.134  0.039
H: 18.668 15.845 -9.572  0.076
H: 19.364 18.603 -10.679  0.108
H: 20.455 17.885 -9.583  0.108
H: 17.765 18.603 -9.132  0.074
C: 19.017 19.731 -17.649  -0.104
C: 18.551 20.998 -18.306  -0.302
O: 17.393 20.677 -19.135  -0.103
H: 19.188 18.960 -18.396  0.080
H: 18.256 19.341 -16.971  0.066
H: 19.928 19.903 -17.077  0.078
H: 19.295 21.410 -18.991  0.107
H: 18.253 21.772 -17.597  0.103
H: 17.432 21.214 -19.930  0.068
C: 15.131 19.563 -13.438  -0.095
C: 14.887 18.733 -12.199  -0.313
O: 15.908 17.747 -12.118  -0.092
H: 16.002 20.213 -13.340  0.077
H: 14.288 20.234 -13.621  0.079
H: 15.222 18.923 -14.317  0.080
H: 13.901 18.266 -12.301  0.113
H: 14.868 19.390 -11.324  0.113
H: 15.807 17.267 -11.291  0.083
O: 18.444 18.028 -13.947  -0.043
H: 17.733 18.620 -14.209  0.027
H: 18.052 17.495 -13.248  0.021
O: 20.170 17.227 -16.166  -0.071
H: 19.545 17.572 -15.515  -0.016
H: 20.094 16.273 -16.091  0.031

Output
Highest occupied orbital energy   -10.12 eV
Orbital gap   0.38523 Eh
Energy relative to the best compared isomer or geometry (same formula, charge and spin)   1.2241 eV



Density functional theory data (ωB97M-V/def2-TZVPD) for a molecular structure, C4H3FNaO6.

Each line ends with the Löwdin charge.
Positions of all 15 atoms, in Å:
C: 0.549 -1.490 0.506  -0.393
C: 1.801 -0.863 1.063  -0.013
O: 2.630 -0.312 0.046  0.108
C: 2.262 0.756 -0.605  -0.674
O: 1.190 1.356 -0.522  0.159
O: 3.086 1.240 -1.449  0.310
O: 0.079 -1.336 -0.579  0.171
F: 0.061 -2.395 1.342  0.168
H: 2.407 -1.621 1.569  0.160
H: 1.507 -0.097 1.796  0.168
O: -4.769 1.658 -0.219  -0.066
C: -3.706 1.044 -0.387  -0.633
O: -2.867 1.200 -1.313  -0.193
Na: -0.801 0.610 -1.645  0.624
H: -3.429 0.250 0.395  0.104

Output
Highest occupied orbital energy (spin up / spin down)   -7.71 / -7.71 eV
Orbital gap (spin up / spin down)   0.26252 / 0.10897 Eh
2S+1   2
⟨S²⟩   0.756



Density functional theory data (ωB97M-V/def2-TZVPD) for C9H13ClSi in the gas phase.

Each line ends with the Löwdin charge.
Positions of all 24 atoms, in Å:
C: -0.344 -2.572 -0.283  -0.187
Si: 0.303 -0.904 -0.854  0.560
C: -0.317 -0.457 -2.555  -0.178
C: 2.220 -0.876 -1.020  -0.169
C: -0.180 0.361 0.479  -0.257
C: 0.310 1.649 0.324  -0.103
C: -0.101 2.631 1.188  -0.125
C: -0.931 2.353 2.250  -0.625
Cl: -1.307 3.633 3.419  0.622
C: -1.352 1.031 2.461  -0.093
C: -0.980 0.066 1.560  -0.102
H: -0.026 -3.419 -0.869  0.022
H: -0.031 -2.721 0.749  0.030
H: -1.446 -2.535 -0.366  0.042
H: 0.171 -1.137 -3.237  0.028
H: -0.044 0.571 -2.759  0.026
H: -1.401 -0.515 -2.604  0.031
H: 2.636 0.100 -0.732  0.023
H: 2.654 -1.682 -0.424  0.024
H: 2.492 -0.984 -2.071  0.020
H: 0.871 1.879 -0.600  0.113
H: 0.279 3.643 1.113  0.105
H: -2.042 0.788 3.247  0.103
H: -1.433 -0.902 1.584  0.090

Output
Highest occupied orbital energy   -9.14 eV
Orbital gap   0.36495 Eh
Energy relative to the best compared isomer or geometry (same formula, charge and spin)   0.7500 eV



Number 1: F_max 4.9 eV/A. Number 2: F_max 1.4 eV/A. Number 3: F_max 1.7 eV/A. Number 4: F_max 1.6 eV/A.